64
Properties=species:S:1:pos:R:3:forces:R:3:mulliken_spin:R:1 method="wB97M-V/def2-TZVPD" e_above_lowest_kj_mol=94.5 total_charge=0 homo_lumo_gap_ev="2.64 / 8.84" spin_multiplicity=2
C 0.505850 0.145154 0.388718 0.8 -1.9 2.6 0.818
C -0.608818 0.712890 -0.427943 -0.1 -0.3 -1.3 -0.150
C -1.998367 0.078926 -0.470883 0.5 -1.7 0.3 0.042
C -3.300950 -1.941496 -0.161212 -0.8 1.0 -0.2 0.014
N -1.988938 -1.422916 -0.478303 0.4 0.5 0.1 -0.001
N 0.892338 -1.267664 -0.079461 -1.1 -0.3 0.2 0.066
H 0.429096 -0.092273 1.494898 -0.6 1.2 -1.2 -0.096
H 1.413182 0.727768 0.254397 -0.1 0.1 0.1 -0.003
H -0.824080 1.775552 -0.408692 0.6 0.3 0.8 0.013
H -0.045692 0.655690 -1.352980 -0.7 0.0 -1.2 -0.053
H -2.575602 0.464918 -1.327035 0.2 0.1 0.2 0.003
H -2.498346 0.367694 0.462183 0.1 -0.3 -0.6 -0.002
H -4.035000 -1.833604 -1.021562 0.6 -0.7 0.8 0.000
H -3.717478 -1.257580 0.587586 0.0 -0.1 0.0 0.002
H -3.267581 -2.907576 0.350881 -0.1 -0.2 -0.7 -0.008
H -1.618697 -1.857644 -1.329484 -0.4 0.5 0.2 -0.005
H 0.096711 -1.802242 -0.429206 -0.3 0.5 -0.2 -0.027
H 1.644154 -1.275026 -0.745768 0.3 -0.1 -0.5 0.012
H 1.143771 -1.882888 0.729267 0.2 1.0 -0.6 0.042
H -2.710745 -1.240362 2.626594 0.5 -0.7 -0.7 0.006
H -1.139716 -1.406962 2.721267 -0.7 -0.5 -0.3 0.008
O -1.901151 -0.860128 2.957327 0.4 0.7 0.8 0.016
H 3.471227 3.073470 2.511651 0.1 -0.1 0.0 -0.006
H 3.810290 1.590640 2.392669 0.1 0.1 -0.1 0.017
O 4.020765 2.384098 2.903819 -0.2 -0.1 0.0 0.046
H -0.105585 -2.177858 -3.174982 0.1 -0.1 0.1 -0.002
H -1.440459 -2.827996 -3.531149 0.1 -0.1 0.1 0.002
O -0.706789 -2.890012 -2.905478 0.0 0.2 -0.1 0.005
H -3.861504 -0.246408 3.198689 0.2 0.4 0.5 0.003
H -4.975461 0.164244 2.273093 -0.1 0.3 0.0 -0.001
O -4.155353 0.491988 2.663843 -0.9 -0.1 -0.2 0.004
H -2.406830 2.884202 -1.642664 -0.1 0.8 0.0 -0.001
H -1.535419 3.894284 -2.611457 -0.7 0.4 0.7 -0.005
O -1.730785 3.006460 -2.314725 0.7 -1.1 -0.7 0.028
H -3.638914 1.981600 1.545704 0.4 0.1 -0.1 0.001
H -2.625832 3.001772 0.893658 -0.1 -0.1 0.3 0.003
O -3.256486 2.292204 0.709217 -0.2 0.7 -0.2 -0.003
H 1.123303 1.654398 -3.940902 0.1 -0.4 0.0 0.006
H -0.286627 2.160576 -3.842117 -0.4 -0.3 0.1 -0.009
O 0.212748 1.376638 -4.103215 0.2 0.4 0.0 0.083
H 2.496437 0.213733 4.279687 0.0 0.1 0.0 0.020
H 1.090076 0.520763 4.827589 0.1 0.0 0.0 -0.003
O 1.558306 0.157097 4.067597 -0.3 -0.2 -0.1 -0.007
H 3.755056 -1.367188 -0.279381 -0.4 0.6 -0.1 0.181
H 3.826962 -1.692592 1.118359 -0.3 0.3 0.5 0.121
O 3.298054 -1.095092 0.554288 1.6 -0.9 -0.1 -0.314
H 1.998167 2.858978 -1.462020 0.1 0.6 0.0 0.028
H 2.082524 3.816494 -0.161396 -0.1 0.3 -0.7 0.039
O 2.040467 2.922668 -0.503711 0.0 -0.9 0.7 -0.058
H 2.804351 -1.099548 -3.216818 -0.2 -0.2 0.8 0.041
H 2.072078 -2.321836 -3.731706 0.1 -0.2 0.4 0.023
O 2.391957 -1.934958 -2.898322 -0.3 0.1 -0.8 -0.051
H 0.035135 3.180668 1.124561 0.0 0.0 -0.2 -0.007
H -0.361566 4.411272 1.928403 0.0 0.0 0.0 0.008
O -0.393965 4.042482 1.038607 -0.1 -0.1 0.2 0.001
H 0.158800 -4.266752 -0.626773 0.8 -0.7 -0.5 0.021
H 1.637268 -4.774482 -0.013101 -0.2 -0.4 -1.1 -0.014
O 0.833955 -4.263840 0.056479 -0.5 1.2 1.6 0.008
H 0.936082 -3.030342 2.568495 -0.1 0.1 0.2 0.064
H 0.608226 -1.534716 2.965875 0.8 -0.2 0.4 -0.035
O 0.448033 -2.236682 2.319447 -0.3 -0.1 0.3 -0.023
H 3.952930 0.662468 -2.337142 0.5 -0.1 -0.4 0.113
H 3.635063 0.532334 -3.940764 0.9 0.3 0.2 0.129
O 3.289372 0.604534 -3.044521 -1.3 0.3 0.1 -0.150